C22H15O5PSc as an isolated structure. Source: OMol25; level of theory: ωB97M-V with the def2-TZVPD basis set.

Summary:
HOMO-LUMO gap in Eh: 0.1315
HOMO level in eV: -17.16
LUMO energy in eV: -13.6
DFT total energy in eV: -63252.616

The geometry in ORCA input format:
```
! wB97M-V def2-TZVPD RIJCOSX def2/J DEFGRID3
* xyz 3 1
O 2.3389 1.0192 -4.3145
C 1.7290 0.0839 -3.9893
Sc 0.5084 -1.5133 -3.0501
O 3.2543 -3.5754 -3.7543
C 2.3312 -2.9142 -3.6231
C -0.8212 -1.3284 -4.9542
O -1.5744 -1.1511 -5.7983
C -0.5688 -3.3921 -2.6754
O -1.1846 -4.3047 -2.2996
O 0.0095 -0.9482 -1.3134
P -0.3973 -0.4023 0.0439
C 1.4309 -0.4215 0.6194
C 1.7297 -0.3771 1.9847
C 3.0405 -0.0248 2.4481
C 4.0674 0.0486 1.4856
C 3.8005 -0.2543 0.1040
C 2.4640 -0.4544 -0.3067
C -1.2502 1.0463 -0.5810
C -0.9935 1.5354 -1.8864
C -1.5864 2.7324 -2.2578
C -2.4403 3.3878 -1.3765
C -2.8026 2.8156 -0.1531
C -2.3137 1.5665 0.1930
C -1.0916 -0.4865 1.6654
C -0.8345 0.7008 2.4346
C -1.2368 0.7187 3.7603
C -1.8170 -0.4179 4.3240
C -1.9960 -1.5992 3.5720
C -1.5987 -1.6651 2.2382
H 0.9744 -0.6110 2.7520
H 3.1236 0.2828 3.5373
H 5.0671 0.1613 1.8407
H 4.6647 -0.2156 -0.6971
H 2.3569 -0.6344 -1.4351
H -0.3078 1.0407 -2.5868
H -1.3626 3.0987 -3.2358
H -2.8439 4.3694 -1.6379
H -3.4626 3.2794 0.5506
H -2.7018 1.0202 1.0686
H -0.3443 1.5904 2.0066
H -1.1071 1.6204 4.3545
H -2.1297 -0.4169 5.3719
H -2.4416 -2.4739 3.9804
H -1.6821 -2.5362 1.5909
*
```

C20H31F3NO7PS in the gas phase. Source: OMol25; level of theory: ωB97M-V with the def2-TZVPD basis set.

Summary:
HOMO-LUMO gap in Eh: 0.3707
HOMO level in eV: -9.37
LUMO energy in eV: 0.7
Energy above the lowest of the compared OMol25 structures with the same formula, charge and spin in kcal per mole: 11.1
DFT total energy in eV: -65344.867
SMILES: CCOC(=O)[C@@](NS(=O)(=O)c1ccc(C)cc1)(C(F)(F)F)P(=O)(OCC(C)C)OCC(C)C

The geometry in ORCA input format:
```
! wB97M-V def2-TZVPD RIJCOSX def2/J DEFGRID3
* xyz 0 1
C -1.3861 -4.5455 -1.2298
C -0.8259 -3.2452 -1.7848
H -1.6083 -2.6624 -2.2788
H 0.0015 -3.4239 -2.4729
O -0.2570 -2.4444 -0.7389
C -1.0728 -1.6651 -0.0696
O -2.2647 -1.5954 -0.2036
C -0.2772 -0.8549 0.9318
N -1.1168 0.1485 1.5170
S -1.7202 1.1879 0.3222
O -1.6141 2.5216 0.8388
O -1.0355 0.8776 -0.9004
C -3.4490 0.7906 0.1977
C -4.1964 0.6906 1.3538
C -5.5470 0.4082 1.2582
C -6.1513 0.2323 0.0167
C -5.3748 0.3448 -1.1320
C -4.0227 0.6243 -1.0465
H -3.3995 0.7047 -1.9221
H -5.8334 0.2094 -2.1004
C -7.6085 -0.0984 -0.0772
H -7.7448 -1.1780 -0.0132
H -8.0243 0.2379 -1.0233
H -8.1640 0.3581 0.7381
H -6.1410 0.3207 2.1560
H -3.7142 0.8271 2.3079
H -0.6259 0.6951 2.2162
C 0.1733 -1.7846 2.0436
F 0.8860 -2.8322 1.6271
F 0.8940 -1.1544 2.9746
F -0.8841 -2.3054 2.6929
H -2.2122 -4.3366 -0.5545
H -1.7452 -5.1650 -2.0466
H -0.6135 -5.0837 -0.6864
P 1.1958 -0.1559 -0.0464
O 1.3131 -0.3235 -1.4885
O 1.2396 1.3067 0.5707
C 1.3333 2.4644 -0.2658
C 2.4918 3.3485 0.1921
C 2.6273 4.5354 -0.7574
H 1.7136 5.1246 -0.7534
H 2.8143 4.1963 -1.7732
H 3.4518 5.1728 -0.4475
C 2.2551 3.8139 1.6262
H 3.0770 4.4409 1.9647
H 2.1751 2.9546 2.2863
H 1.3299 4.3821 1.6868
H 3.4134 2.7577 0.1628
H 0.3869 3.0037 -0.1749
H 1.4557 2.1371 -1.3020
O 2.3842 -0.8675 0.7637
C 3.3440 -1.6809 0.0994
C 4.7053 -0.9847 0.0448
C 4.6772 0.1378 -0.9865
H 4.6014 -0.2747 -1.9900
H 3.8102 0.7729 -0.8187
H 5.5774 0.7453 -0.9240
C 5.7987 -1.9986 -0.2816
H 5.5983 -2.4731 -1.2394
H 6.7642 -1.5026 -0.3381
H 5.8516 -2.7707 0.4819
H 4.8931 -0.5577 1.0354
H 3.4065 -2.6101 0.6729
H 2.9898 -1.8992 -0.9117
*
```

C24H38FNO12PbS as an isolated structure. Source: OMol25; level of theory: ωB97M-V with the def2-TZVPD basis set.

Summary:
HOMO-LUMO gap (spin up / spin down) in Eh: 0.1581 / 0.1572
HOMO level (spin up / spin down) in eV: -2.66 / -2.64
LUMO energy (spin up / spin down) in eV: 1.6 / 1.6
DFT total energy in eV: -70358.070

The geometry in ORCA input format:
```
! wB97M-V def2-TZVPD RIJCOSX def2/J DEFGRID3
* xyz -1 2
Pb -1.3539 0.7075 0.2460
C -3.9532 0.9357 2.7697
O -3.7183 1.0984 1.3752
H -3.6966 -0.0775 3.0788
H -3.4227 1.7113 3.3221
H -5.0127 0.9842 3.0211
C 1.9464 1.3240 -1.6726
C 1.2592 1.5063 -3.0523
C 2.4738 1.4954 -4.0949
C 2.9002 0.0791 -4.5055
C 1.8155 -0.8547 -4.7907
C 0.7585 -0.9600 -3.5680
N 0.2531 0.4271 -3.3117
O -0.9749 0.4769 -2.4491
C 1.2619 -1.7982 -2.3305
C -0.4231 -1.7154 -4.2710
C 0.5982 2.8859 -3.3196
H 1.2191 1.3295 -0.8607
H 2.5218 2.1834 -1.3284
H 2.7299 0.5683 -1.6165
H 3.1516 2.2035 -3.6181
H 2.0133 1.9034 -4.9946
H 3.6069 -0.2527 -3.7449
H 3.5273 0.3297 -5.3611
H 2.2661 -1.8414 -4.8979
H 1.3111 -0.6271 -5.7298
H 2.0539 -1.3160 -1.7576
H 1.5944 -2.7396 -2.7678
H 0.4192 -2.0298 -1.6791
H -0.1964 -2.5340 -4.9541
H -1.0329 -1.0728 -4.9060
H -1.1602 -1.9661 -3.5082
H 1.3919 3.6325 -3.2919
H -0.0437 3.2555 -2.5200
H 0.0450 2.9598 -4.2559
S -2.9371 3.1199 -1.4496
O -3.3672 1.7601 -1.4736
O -3.9889 3.8753 -0.8177
O -1.7646 2.9842 -0.6673
O -2.6792 3.4249 -2.8323
C -4.3080 -4.3400 0.6153
C -3.2755 -3.7362 1.5410
C -2.1494 -4.6291 1.8989
O -1.0836 -3.7460 1.9217
C -1.2766 -2.7342 1.1171
O -0.5315 -1.8942 0.6837
O -2.5689 -2.7096 0.8146
H -5.0917 -4.7562 1.2483
H -3.8081 -5.1134 0.0322
H -4.7249 -3.6768 -0.1426
H -3.6704 -3.5036 2.5299
H -2.0431 -5.5189 1.2783
H -2.2385 -5.1577 2.8480
C -0.1396 -3.0439 5.6033
C 0.9539 -2.1881 4.8124
C 1.3539 -2.7129 3.5188
O 1.3623 -1.5450 2.6848
C 0.6732 -0.5248 3.2442
O 0.1585 0.4111 2.6276
O 0.4034 -0.9608 4.5662
H -1.1540 -2.9045 5.2295
H -0.0836 -2.6694 6.6255
H 0.2058 -4.0576 5.8062
H 1.8768 -2.1605 5.3917
H 0.8222 -3.6347 3.2828
H 2.4115 -2.9763 3.5019
F 0.4038 2.4658 0.9799
C 1.3166 3.4774 1.2694
C 2.0107 3.3199 2.4407
C 2.9689 4.2399 2.7964
C 3.1481 5.3401 1.9436
C 2.4584 5.5878 0.7690
C 1.5036 4.5745 0.3908
H 1.8054 2.5231 3.1403
H 3.5183 4.1822 3.7244
H 3.7565 6.1898 2.2160
H 2.6701 6.4599 0.1681
H 0.9731 4.7463 -0.5341
*
```

C25H73CuO23 as an isolated structure. Source: OMol25; level of theory: ωB97M-V with the def2-TZVPD basis set.

Summary:
HOMO-LUMO gap (spin up / spin down) in Eh: 0.3517 / 0.2739
HOMO level (spin up / spin down) in eV: -11.23 / -11.23
LUMO energy (spin up / spin down) in eV: -1.7 / -3.8
Energy above the lowest of the compared OMol25 structures with the same formula, charge and spin in kcal per mole: 0.0
DFT total energy in eV: -118829.905

The geometry in ORCA input format:
```
! wB97M-V def2-TZVPD RIJCOSX def2/J DEFGRID3
* xyz 1 2
Cu 12.4467 14.7928 11.7907
C 13.0422 10.8498 10.9672
C 12.8645 12.3199 10.5169
C 12.1535 12.3775 9.1241
O 12.0742 12.9142 11.4832
H 13.2431 10.6855 12.0025
H 13.7092 10.3190 10.2953
H 12.0838 10.3549 10.7914
H 13.8665 12.7362 10.3588
H 11.2738 11.7055 9.1994
H 12.8211 12.0872 8.3169
H 11.7873 13.3493 8.7563
C 9.1262 11.8094 13.6492
C 10.3892 11.0973 14.0005
O 11.5920 11.9152 13.8825
O 9.1567 12.3664 12.2808
H 8.9058 12.6433 14.3772
H 8.3387 11.0730 13.6690
H 10.6191 10.1599 13.5058
H 10.3598 10.8881 15.0693
H 11.8739 12.0719 12.9731
H 10.0488 12.6747 12.1185
C 8.0168 8.9208 10.2200
C 9.1130 9.9049 9.8460
O 8.6317 11.2178 9.8820
O 7.7042 9.1678 11.6244
H 8.3776 7.9205 9.9528
H 7.1842 9.1272 9.5453
H 9.4706 9.6911 8.8060
H 9.9176 9.7062 10.6045
H 8.2743 11.3784 10.7918
H 8.0035 8.3414 12.0440
C 15.1061 8.0600 11.3578
C 16.5399 7.8152 11.4153
O 16.9701 8.3318 12.6677
O 14.4166 7.5728 12.5754
H 14.6473 7.7195 10.3940
H 14.8915 9.1104 11.4344
H 17.1106 8.3117 10.6030
H 16.7161 6.7381 11.3184
H 17.9143 8.2303 12.7267
H 15.0816 7.6936 13.2568
C 10.5467 15.5538 13.7931
C 11.0244 16.8854 13.1771
O 11.3503 16.5308 11.8515
O 11.6911 14.6748 13.6913
H 9.7290 15.1360 13.1867
H 10.2165 15.7020 14.8290
H 11.8897 17.2330 13.7213
H 10.2563 17.6568 13.1878
H 11.0080 17.1437 11.1568
H 11.6311 13.7036 13.8887
C 8.5155 16.0799 9.6937
C 9.8198 16.4179 9.1072
O 10.3166 17.5809 9.8219
O 7.8041 17.3696 9.8692
H 8.6709 15.5752 10.6270
H 8.0339 15.3045 9.0835
H 9.7001 16.6622 8.0312
H 10.5077 15.5975 9.2374
H 9.5273 18.1584 9.9270
H 6.9557 17.3446 9.3773
C 9.0258 13.2349 5.2921
C 9.3522 12.1702 6.3402
O 8.0955 11.7254 6.8574
O 8.3794 14.3412 5.9755
H 8.3805 12.7839 4.5345
H 9.9781 13.5908 4.9118
H 9.9841 12.7027 7.0829
H 9.9649 11.3787 5.8714
H 8.1398 11.8741 7.8248
H 7.4370 14.3056 5.8119
C 14.6080 16.0810 8.4984
C 14.1651 16.4549 9.9033
O 13.8362 15.2351 10.6109
O 15.6710 15.1142 8.5399
H 14.9313 16.9898 8.0158
H 13.8025 15.7092 7.8835
H 13.2544 17.0436 9.8312
H 14.9535 17.0374 10.4380
H 14.5865 14.6274 10.7820
H 15.4551 14.3204 8.0157
C 17.3902 13.3664 13.4692
C 16.8174 12.7828 12.1987
O 15.8161 13.7554 11.8123
O 17.7207 14.7280 13.2365
H 18.2537 12.7461 13.8081
H 16.6022 13.3753 14.2226
H 16.2717 11.8943 12.4863
H 17.5445 12.5951 11.4084
H 16.2109 14.5208 12.2471
H 18.6214 14.7859 12.8751
C 12.1812 8.1041 8.0142
C 11.2272 7.0600 7.4471
O 10.2191 6.9149 8.4449
O 12.6349 7.6407 9.3106
H 11.7551 9.1172 8.0993
H 13.0623 8.0505 7.4092
H 11.7672 6.1114 7.2731
H 10.7790 7.3968 6.4666
H 9.8244 6.0277 8.5378
H 11.8579 7.6309 9.9263
C 11.4747 6.8238 13.0745
C 10.2007 6.4094 12.4177
O 10.2897 6.2207 11.0559
O 11.8344 8.1544 12.8366
H 12.2938 6.1015 12.7616
H 11.4305 6.7235 14.1643
H 9.3860 7.1246 12.5478
H 9.8442 5.4720 12.9384
H 10.9142 5.5129 10.8012
H 12.8219 8.1407 12.9101
C 16.0046 9.8329 7.8284
C 15.5349 11.1233 7.2417
O 15.6640 12.2301 8.1884
O 17.2892 10.0863 8.3550
H 16.1054 8.9500 7.1330
H 15.4159 9.4457 8.6879
H 14.4698 11.0680 7.0039
H 16.2097 11.3322 6.4137
H 16.4380 11.9831 8.6918
H 17.8129 10.1371 7.5678
*
```

C26H41BBrClN7O4SbTl as an isolated structure. Source: OMol25; level of theory: ωB97M-V with the def2-TZVPD basis set.

Summary:
HOMO-LUMO gap in Eh: 0.3155
HOMO level in eV: -11.56
LUMO energy in eV: -3.0
Energy above the lowest of the compared OMol25 structures with the same formula, charge and spin in kcal per mole: 0.0
DFT total energy in eV: -140710.428

The geometry in ORCA input format:
```
! wB97M-V def2-TZVPD RIJCOSX def2/J DEFGRID3
* xyz 1 1
Tl -0.0955 0.6318 0.1683
C -1.6526 -2.4781 -1.4122
C -0.7009 -2.7368 -0.2917
C -0.3295 -3.9549 0.2774
C 0.5629 -3.6363 1.2882
C 1.2720 -4.5526 2.2275
N 0.7036 -2.2989 1.3043
N -0.0663 -1.7459 0.3347
B 1.5601 -1.4178 2.2496
N 0.6380 -0.4392 3.0281
N -0.1427 0.4955 2.4133
C -0.7843 1.1894 3.3559
C -1.7572 2.2812 3.0630
C -0.4131 0.6930 4.6051
C 0.4834 -0.3301 4.3599
C 1.2001 -1.1907 5.3449
N 2.5986 -0.6165 1.4409
N 2.2136 0.3229 0.5392
C 3.3100 0.9270 0.0891
C 3.2541 2.0230 -0.9222
C 4.4306 0.3609 0.7005
C 3.9403 -0.6108 1.5530
C 4.6931 -1.5156 2.4689
H -2.3860 -3.2798 -1.4777
H -1.1364 -2.4297 -2.3730
H -2.1897 -1.5412 -1.2563
H -0.6656 -4.9385 -0.0013
H 0.9921 -5.5805 2.0091
H 1.0139 -4.3390 3.2642
H 2.3533 -4.4623 2.1287
H 2.1175 -2.1244 3.0290
H -1.6461 2.6700 2.0563
H -1.6080 3.1071 3.7561
H -2.7798 1.9193 3.1926
H -0.7452 1.0448 5.5660
H 0.8779 -0.9300 6.3502
H 2.2788 -1.0482 5.2831
H 0.9934 -2.2472 5.1778
H 2.3362 2.6028 -0.8269
H 3.3324 1.6213 -1.9361
H 4.0905 2.7052 -0.7813
H 5.4609 0.6333 0.5530
H 5.7603 -1.3528 2.3382
H 4.4761 -2.5635 2.2632
H 4.4438 -1.3225 3.5123
O -1.1782 4.8511 0.4828
Cl -0.4090 3.9714 -0.3169
O 0.5893 4.6421 -1.0825
O -1.2802 3.2031 -1.2068
O 0.2621 2.9806 0.5692
Br -7.0434 -0.1390 1.6482
C -5.2342 0.0818 1.2061
C -4.8477 1.0850 0.3328
C -3.5028 1.2073 0.0357
N -2.5721 0.4010 0.5527
C -2.9560 -0.5548 1.4034
C -4.2757 -0.7554 1.7577
H -5.5679 1.7634 -0.1000
H -3.1469 1.9935 -0.6186
H -2.1724 -1.1768 1.8185
H -4.5455 -1.5400 2.4489
C -2.6809 1.8869 -3.8803
C -1.9768 0.5718 -3.5601
Sb -0.0953 0.8515 -2.5881
C 0.6988 2.5487 -3.5976
C 0.9495 2.2186 -5.0655
C 1.1502 -0.7715 -3.2252
C 0.7078 -1.4374 -4.5259
H -3.6015 1.6802 -4.4271
H -2.0667 2.5353 -4.5043
H -2.9324 2.4478 -2.9836
H -1.7377 0.0167 -4.4682
H -2.5869 -0.0762 -2.9331
H 1.6047 2.8541 -3.0805
H -0.0341 3.3394 -3.4602
H 1.7085 1.4456 -5.1886
H 1.3078 3.1110 -5.5791
H 0.0423 1.8913 -5.5760
H 1.1812 -1.4778 -2.3944
H 2.1503 -0.3441 -3.3181
H -0.2857 -1.8784 -4.4426
H 1.3996 -2.2383 -4.7876
H 0.6894 -0.7343 -5.3581
*
```

C4H14N4 as an isolated structure. Source: OMol25; level of theory: ωB97M-V with the def2-TZVPD basis set.

Summary:
HOMO-LUMO gap in Eh: 0.2788
HOMO level in eV: -6.82
LUMO energy in eV: 0.8
Energy above the lowest of the compared OMol25 structures with the same formula, charge and spin in kcal per mole: 94.5
DFT total energy in eV: -10331.705

The geometry in ORCA input format:
```
! wB97M-V def2-TZVPD RIJCOSX def2/J DEFGRID3
* xyz 0 1
C -0.7446 -0.7422 -1.3942
C -1.2490 -1.8567 0.8590
C -0.6774 0.5671 -2.0855
N -0.9659 -0.5842 0.1666
H -1.7579 0.0500 0.2642
H 0.1837 -1.3144 -1.4479
H -1.5756 -1.3921 -1.6981
H -0.3697 -2.4942 0.7746
H -2.1065 -2.3613 0.4098
H -1.4582 -1.6647 1.9110
H -0.0702 1.5923 -1.2030
H 0.0613 0.5671 -2.8861
H -1.6438 0.8820 -2.4763
N 1.1253 0.7161 1.3745
N 2.2026 -0.0712 1.8592
C 1.3652 1.6020 0.4409
N 0.4188 2.2925 -0.2079
H -0.0713 -0.0502 0.7122
H 2.2996 0.1071 2.8523
H 3.0943 0.1566 1.4195
H -0.4268 2.3447 0.3581
H 2.3659 1.6536 -0.0028
*
```

A 2-piece molecular cluster, C5H15N2S overall. Source: OMol25; level of theory: ωB97M-V with the def2-TZVPD basis set.

Summary:
HOMO-LUMO gap in Eh: 0.2976
HOMO level in eV: -11.72
LUMO energy in eV: -3.6
Energy above the lowest of the compared OMol25 structures with the same formula, charge and spin in kcal per mole: 32.3
DFT total energy in eV: -19236.413

The geometry in ORCA input format:
```
! wB97M-V def2-TZVPD RIJCOSX def2/J DEFGRID3
* xyz 1 1
C -1.1566 -0.4151 -1.7517
C -1.5893 -0.3417 -0.2791
C -2.1035 -1.6976 0.2101
S -2.5230 -1.5844 2.0049
H -0.8990 0.5800 -2.1434
H -1.9398 -0.7942 -2.3680
H -0.2889 -1.0611 -1.8834
H -0.7255 -0.0234 0.3489
H -2.3946 0.4294 -0.1479
H -1.3328 -2.4873 0.0487
H -3.0059 -1.9864 -0.3530
H -3.0375 -2.8245 2.1222
C 2.0341 1.8456 0.7134
C 1.6915 0.8423 -0.1230
N 2.3514 -0.4749 0.0390
N 1.4947 3.1204 0.7485
H 2.8247 1.6555 1.4321
H 0.9002 0.8495 -0.8590
H 2.8785 -0.7648 -0.8321
H 2.9738 -0.4908 0.8254
H 1.6545 -1.1926 0.2126
H 0.5969 3.2331 0.3807
H 1.5960 3.5829 1.6541
*
```

C16H13F2N3O3 in the gas phase. Source: OMol25; level of theory: ωB97M-V with the def2-TZVPD basis set.

Summary:
HOMO-LUMO gap in Eh: 0.3129
HOMO level in eV: -8.26
LUMO energy in eV: 0.3
DFT total energy in eV: -32851.590
SMILES: COc1cc(C(=O)Nc2nc3ccccc3[nH]2)ccc1OC(F)F

The geometry in ORCA input format:
```
! wB97M-V def2-TZVPD RIJCOSX def2/J DEFGRID3
* xyz 0 1
C -4.3244 -1.3952 -1.7849
H -5.2734 -1.0660 -2.2038
H -3.5675 -1.4146 -2.5746
H -4.4401 -2.3970 -1.3616
O -4.0051 -0.4499 -0.7887
C -2.8802 -0.6255 -0.0683
C -1.9627 -1.6568 -0.2405
C -0.8229 -1.7306 0.5532
C -0.6042 -0.8045 1.5663
C -1.5101 0.2266 1.7503
C -2.6221 0.3226 0.9371
O -3.5424 1.3737 1.1140
C -3.2308 2.5165 0.5023
F -2.0811 3.0715 0.9823
F -2.9903 2.3655 -0.8248
H -4.0461 3.2425 0.6350
H -1.3568 0.9657 2.5207
H 0.2596 -0.8863 2.2072
C 0.1029 -2.8842 0.3496
O -0.2928 -4.0255 0.2609
N 1.4423 -2.6048 0.2958
C 2.1193 -1.4137 0.1588
N 3.3883 -1.3128 0.4292
C 3.7257 -0.0143 0.1324
C 4.9432 0.6466 0.2361
C 4.9818 1.9750 -0.1358
C 3.8475 2.6426 -0.5992
C 2.6270 2.0037 -0.7111
C 2.5846 0.6716 -0.3431
N 1.5683 -0.2582 -0.3275
H 0.6134 -0.1057 -0.6022
H 1.7477 2.5191 -1.0662
H 3.9259 3.6831 -0.8760
H 5.9128 2.5176 -0.0666
H 5.8176 0.1300 0.5967
H 2.0561 -3.4110 0.3374
H -2.1111 -2.4172 -0.9903
*
```